Record 1
ORCA calculation (ωB97M-V with the def2-TZVPD basis set) on a structure of composition C29H28Br2F3N6O3PtSi.

Energy relative to the best compared isomer or geometry (same formula, charge and spin): 4.236 eV
Gap between HOMO and LUMO: 6.08 eV
LUMO energy: -3.74 eV
HOMO: -9.821 eV
Charge: +1

Cartesian coordinates (Å):
F 5.387537 -1.784133 -0.531135
C -3.086549 -3.481058 -1.214327
N -1.788098 -1.574655 0.528703
C 2.140370 3.120694 -1.218711
H 1.693977 -4.401114 3.349917
H -3.269560 -4.140470 4.024920
C 1.719973 -0.853842 1.722802
C 4.041049 1.801950 -4.573554
C 0.085743 5.173237 0.914228
C -1.181584 4.488172 0.712358
C -0.259908 -4.138726 2.498534
C 1.076044 -1.364444 -0.430684
Br -2.280177 7.128446 0.453009
C 2.934930 -1.488558 1.558903
C -1.256591 -4.526029 3.388924
C 1.310037 4.758778 0.647814
C -1.625126 -2.540577 1.539275
C 0.939043 2.294886 0.729435
N -0.276812 2.176452 0.965747
H -2.007045 0.253937 -1.731433
C -4.805644 -1.339629 0.069420
H 1.436996 -0.410332 2.668597
N 1.765932 1.988754 -1.645800
C 3.220019 -2.050058 0.322268
H -4.476315 5.244647 0.378249
H 1.618822 -4.582367 1.587919
C -2.588702 2.440886 0.779328
Pt -0.946745 0.188765 0.922985
C -1.326999 3.080683 0.765858
O -2.706359 1.162410 0.928618
C 2.280104 -1.987919 -0.689276
C 1.096061 -4.789086 2.521068
H 4.116881 2.605797 -5.301106
H -2.174023 -3.719075 -1.763990
H -3.158917 -4.172498 -0.371438
O 1.453780 3.456036 0.031152
F 4.467868 -3.733714 -0.754178
H 4.435955 4.050481 -3.399912
C 2.371743 1.459986 -2.774076
H -3.939404 -3.672746 -1.870158
H -4.769102 -0.542652 0.813494
C -3.592471 4.635774 0.505218
H 1.715625 1.581385 0.942897
C -2.703067 -0.529988 -2.038107
H 0.324093 -1.264774 -1.198137
H -5.245991 -2.225699 0.532271
H 1.019837 -5.868254 2.652613
H 2.455384 -2.437458 -1.655741
Si -3.095197 -1.706118 -0.619972
C -3.721075 3.272945 0.612201
N -0.446423 -3.178998 1.593373
F 5.157277 -3.077851 1.193454
N 3.355361 2.299577 -3.372899
H 3.631812 -1.550055 2.381843
H 5.032208 1.436715 -4.310522
H 3.333808 4.967692 -1.331699
Br -5.415084 2.478559 0.559588
O 2.107115 0.389297 -3.234068
H -1.075720 -5.323680 4.097055
C 4.566979 -2.678577 0.060906
N 0.826468 -0.755670 0.731879
H 2.255916 5.225361 0.861889
C -2.662822 -2.856105 2.418756
H -5.479265 -1.015452 -0.727291
C -2.338575 5.242469 0.579308
C 3.080810 4.003647 -1.736675
H -3.607463 -0.043290 -2.407715
H -3.592669 -2.308008 2.363186
H 3.455056 0.986020 -4.980976
H -2.247467 -1.064675 -2.874888
H 0.037058 6.154770 1.372844
C -2.473900 -3.869310 3.342429
C 3.673177 3.498435 -2.866769

Forces on the atoms, in the same order (eV/Å):
F -0.05 -0.08 0.05
C -0.03 0.03 -0.02
N -0.07 0.09 0.15
C -0.21 0.13 0.04
H 0.01 0.00 -0.01
H 0.00 0.00 0.00
C 0.08 -0.01 0.10
C 0.00 -0.02 -0.02
C 0.18 0.03 0.02
C -0.11 0.15 -0.10
C -0.02 -0.01 0.03
C 0.09 0.43 -0.34
Br 0.02 -0.03 0.02
C -0.09 -0.01 -0.04
C 0.01 -0.01 -0.01
C 0.00 0.01 -0.10
C 0.04 -0.12 -0.10
C 0.21 0.10 0.20
N -0.13 -0.06 -0.04
H -0.01 0.04 0.02
C 0.06 0.03 0.01
H 0.00 0.00 -0.01
N 0.11 0.02 0.13
C 0.02 0.02 0.02
H 0.01 0.01 0.00
H -0.01 -0.01 0.02
C -0.01 -0.17 -0.01
Pt -0.15 -0.19 -0.16
C 0.02 -0.09 0.11
O -0.03 0.17 0.00
C 0.02 -0.21 0.17
C 0.01 -0.01 -0.01
H 0.02 0.00 0.01
H 0.02 0.01 0.00
H -0.01 0.00 0.00
O 0.11 -0.02 -0.13
F 0.02 0.07 0.05
H 0.00 0.01 0.00
C 0.11 0.26 -0.06
H 0.00 0.00 -0.01
H 0.01 0.01 -0.01
C -0.04 -0.14 0.01
H 0.01 0.00 -0.05
C 0.00 -0.01 0.03
H -0.09 -0.11 0.08
H 0.01 0.00 0.00
H -0.01 0.00 0.01
H 0.01 0.03 -0.01
Si -0.03 -0.03 0.02
C -0.09 0.12 -0.01
N 0.03 0.06 0.04
F -0.02 0.03 -0.08
N 0.00 0.16 0.06
H 0.00 0.00 0.00
H -0.01 -0.01 0.00
H -0.01 0.00 0.01
Br 0.04 0.01 0.00
O -0.04 -0.35 -0.08
H 0.00 0.00 0.00
C 0.03 -0.02 -0.01
N 0.01 -0.24 0.10
H 0.02 -0.02 0.03
C 0.02 -0.01 -0.02
H -0.02 -0.03 -0.02
C 0.01 0.01 -0.01
C 0.06 0.03 -0.08
H 0.00 0.00 -0.02
H -0.01 0.01 0.01
H -0.01 0.01 -0.01
H 0.00 -0.02 0.01
H 0.00 0.00 -0.01
C 0.00 0.01 0.00
C -0.09 -0.06 0.02



Record 2
ORCA calculation (ωB97M-V with the def2-TZVPD basis set) on a structure of composition C27H40IrNO at a distorted geometry.

Energy relative to the best compared isomer or geometry (same formula, charge and spin): 0.000 eV
Multiplicity: 6
Gap between HOMO and LUMO (alpha / beta): 5.21 / 6.42 eV
LUMO energy (alpha / beta): -1.92 / -5.15 eV
HOMO (alpha / beta): -7.127 / -11.568 eV
Charge: +1

Cartesian coordinates (Å):
C 1.070861 -1.104126 -3.440138
C 1.363936 -2.195690 0.137546
C 0.562388 0.529200 2.545046
H 1.698779 -1.749983 -4.072546
H 3.968553 -1.421563 -1.026362
H -1.466024 1.631643 0.126112
H -0.371585 2.040073 6.405129
H -2.430832 1.005541 -4.054089
H -2.382489 3.423981 -1.182328
H -1.601252 -1.421787 4.234569
H 0.096185 -1.213135 4.721132
H 0.676447 0.635238 6.259535
H -1.846043 1.150327 4.590313
H 2.723604 -1.468371 1.613362
H -1.722233 -3.699844 0.384948
N -0.447053 -0.291548 2.916519
H 0.440469 2.197210 -0.492118
C -1.788333 1.514276 -2.040401
H -1.128374 -4.237239 -2.617544
C 0.002198 1.297150 5.689501
C -0.132242 -2.582404 -1.615739
C -0.677402 -3.710757 0.694544
H 3.177230 -0.111225 -1.948143
H 2.790881 -3.218795 1.353238
H 1.437429 -2.506167 2.257124
H 2.742951 2.487237 -1.281497
H -3.131574 -0.688387 -0.935309
C 1.113558 2.695055 -4.266451
C 1.936319 2.459724 -2.018137
H 3.209739 2.890868 -3.723900
H -2.173008 -2.988893 -1.911770
H -1.276492 -2.647105 -3.408084
H 0.131828 2.691584 4.027850
H -3.736813 2.310542 -1.528545
C 2.113108 -2.355619 1.410973
H 1.878642 0.174136 4.194697
H 2.317510 1.531521 3.139342
C -1.230428 -3.158852 -2.441836
H -2.918366 3.172283 -2.874024
C 0.791215 2.017954 4.595995
C 0.907498 -1.679346 -2.071933
H 3.195395 -0.059683 -0.180418
O 0.740527 0.843642 1.346657
Ir -0.486603 -0.807604 -0.557710
C 1.825040 -1.473670 -0.981845
H 1.553779 -0.122460 -3.361498
H 1.579698 2.629680 5.059524
H -0.608709 -3.328405 1.714695
C -0.399338 2.041613 -2.492411
H -0.933764 -0.757766 2.142643
C -2.388986 -0.285582 -0.248079
C 0.631363 2.249642 -1.570478
C -0.775248 -0.697991 4.287145
C 3.110361 -0.725789 -1.046069
H -3.363874 0.200897 -2.787597
H 0.099855 -0.968338 -3.924579
H -2.654642 -0.307523 0.807199
C -1.585978 0.869289 -0.663540
H 1.257643 2.965921 -5.313752
C -2.772502 2.688860 -1.895071
C -2.358919 0.535960 -3.068432
C 1.472855 1.036315 3.639282
H -1.712491 -0.345318 -3.152366
H -1.757536 0.100244 6.000384
H -1.014080 2.365397 -4.530669
H -0.307712 -4.741436 0.692561
C 0.124932 -2.844413 -0.209725
C -1.176995 0.492720 5.158573
C -0.170586 2.353622 -3.835459
C 2.185738 2.687501 -3.375545

Forces on the atoms, in the same order (eV/Å):
C 0.10 0.12 0.01
C 0.14 -0.33 -0.16
C -0.02 -0.08 -0.55
H -0.19 0.13 0.16
H -0.36 0.19 -0.02
H 0.43 -0.59 -0.25
H 0.05 -0.13 -0.11
H -0.03 -0.18 0.18
H -0.14 -0.04 -0.16
H 0.30 0.24 -0.12
H -0.28 0.03 0.03
H -0.14 0.16 -0.18
H 0.02 -0.15 0.02
H -0.10 -0.17 0.00
H 0.02 -0.14 0.08
N -0.04 -0.36 -0.65
H 0.27 -0.15 -0.57
C 1.37 0.18 -0.16
H 0.12 0.25 0.03
C -0.01 0.29 0.23
C 0.61 -0.86 -0.21
C 0.09 -0.25 -0.02
H 0.02 -0.16 0.16
H -0.17 0.13 0.00
H 0.12 -0.05 -0.05
H -0.28 0.13 -0.26
H 0.06 -0.15 0.32
C -0.87 -0.32 -0.40
C -1.58 -0.62 4.79
H -0.68 0.01 0.13
H -0.05 -0.18 -0.27
H -0.08 -0.19 0.14
H 0.20 -0.09 0.16
H 0.14 0.17 -0.13
C 0.03 0.27 0.32
H -0.13 0.22 -0.10
H -0.30 -0.21 0.06
C -0.34 -0.11 -0.02
H 0.00 -0.08 0.36
C 0.11 -0.06 0.31
C -0.04 -0.62 -0.10
H 0.07 -0.07 -0.12
O -0.21 -0.74 0.93
Ir 3.83 2.61 -0.23
C -0.03 -0.50 -0.12
H -0.16 -0.19 -0.19
H -0.31 -0.11 -0.14
H -0.08 -0.13 0.01
C -1.79 -1.22 4.25
H 0.20 0.44 0.47
C -1.52 1.15 0.17
C 1.16 -0.03 0.42
C 0.14 0.11 -0.06
C 0.12 0.28 0.10
H 0.18 0.12 -0.07
H 0.26 -0.03 -0.07
H -0.35 -0.10 -0.15
C -3.21 0.91 0.71
H 0.06 -0.13 0.32
C 0.01 0.06 0.07
C 0.06 -0.13 -0.03
C 0.43 0.17 -0.45
H -0.16 0.03 -0.10
H 0.08 0.09 -0.04
H 0.46 0.25 0.12
H -0.11 0.05 0.02
C 0.08 -0.79 -0.13
C -0.14 -0.23 0.22
C 1.37 1.30 -4.65
C 1.20 0.56 -4.24



Record 3
ORCA calculation (ωB97M-V with the def2-TZVPD basis set) on a structure of composition C14H21I2N2Ti at a distorted geometry.

Gap between HOMO and LUMO (alpha / beta): 5.29 / 5.29 eV
LUMO energy (alpha / beta): -13.13 / -13.14 eV
HOMO (alpha / beta): -18.422 / -18.428 eV
Charge: +3

Cartesian coordinates (Å):
C -4.980703 -1.684185 9.680410
H -6.160375 -4.563839 8.352145
C -8.970563 -6.483362 11.440518
Ti -6.897444 -6.697924 9.397328
N -9.004326 -6.217157 7.362285
H -8.563979 -5.348895 13.828231
H -5.728064 -6.566696 12.701851
H -8.550197 -3.925803 12.690031
C -5.561453 -1.743944 10.935175
H -7.217829 -7.437127 13.244481
I -3.987017 -7.025579 9.066994
C -6.743277 -6.893214 12.412992
H -9.416886 -7.090128 12.241244
C -8.091777 -6.427966 8.126433
C -7.986272 -4.793853 13.069468
C -5.450463 -0.601017 11.911139
H -3.752733 -3.525428 7.289080
H -6.664889 -2.872982 12.360537
H -6.440271 -0.309291 12.301373
H -5.006794 0.270094 11.411961
H -4.000659 -1.725824 7.165482
H -9.679504 -5.729373 11.054970
H -5.266148 -2.908044 6.619044
C -6.254732 -2.884220 11.339726
C -5.936619 -3.806377 9.115976
C -6.464114 -3.962349 10.438332
C -4.305359 -9.239457 8.808434
H -4.055546 -9.518760 7.803029
H -8.757083 -7.164362 10.581278
H -4.803798 -0.851860 12.776259
C -4.482928 -2.710068 7.374448
H -4.426468 -0.789113 9.379302
C -7.682209 -5.773280 11.919788
H -7.059419 -4.408645 13.543009
H -3.860127 -9.756017 9.664428
N -7.201363 -5.154205 10.652234
C -5.128770 -2.728585 8.761387
H -9.584184 -6.063437 6.542548
H -6.628856 -7.648653 11.615754
I -6.499726 -9.614245 8.992281

Forces on the atoms, in the same order (eV/Å):
C 0.22 0.27 -0.32
H -0.03 0.22 -0.03
C -0.22 0.88 -0.01
Ti 5.54 -1.37 6.16
N 4.27 -0.65 2.73
H 0.17 0.43 -0.27
H -0.55 0.03 -0.06
H -0.08 -0.45 0.33
C -0.48 -0.15 1.53
H 0.12 0.32 -0.26
I -0.54 -1.20 -0.19
C 0.75 0.19 -0.52
H 0.11 0.11 -0.40
C -9.10 2.33 -8.11
C 0.25 0.12 -0.19
C 0.23 0.39 0.11
H 0.01 0.36 0.05
H 0.27 -0.14 -0.78
H 0.39 -0.15 -0.18
H -0.16 -0.18 0.24
H -0.34 -0.90 0.09
H 0.10 -0.50 0.26
H 0.41 0.26 0.22
C -0.17 0.43 0.78
C 0.48 0.37 -0.08
C -1.70 -1.65 0.14
C -1.42 0.98 1.05
H 0.37 -0.06 -0.26
H -0.13 -0.31 0.04
H -0.34 0.02 -0.48
C -0.43 0.48 0.22
H -0.16 -0.29 0.13
C -1.02 0.56 0.82
H -0.54 -0.48 -0.17
H 0.14 0.22 -0.46
N 3.10 1.07 -1.00
C -0.24 -1.55 -1.20
H -0.27 -0.19 0.14
H 0.17 -0.30 0.00
I 0.80 0.48 -0.07



Computed molar mass, in the same sequence as the records: 948.55 586.84 519.01 g/mol.
Computed electronic energy, in the same sequence as the records: -7532.3699 -1286.6853 -2099.2063 Ha.